# 1
A molecular structure, C29H44BrN5OPSiSr, computed with wB97M-V/def2-TZVPD.

## Properties
LUMO energy	-2.39	eV
HOMO level	-10.6	eV
frontier orbital gap	8.23	eV
max |F|	0.5	eV/A
ΔE to the lowest compared entry with this formula, charge and spin	9.56	kcal per mole

The geometry in ORCA input format:
```
! RIJCOSX wB97M-V def2-TZVPD def2/J DEFGRID3
* xyz 1 1
Sr -0.532 -0.029 -0.806
C 0.108 3.299 -6.095
C -0.358 2.039 -5.427
C -0.933 0.997 -6.157
C -1.334 -0.161 -5.521
C -1.138 -0.235 -4.150
Br -1.633 -1.824 -3.245
N -0.603 0.728 -3.428
C -0.224 1.846 -4.064
H 0.937 3.084 -6.771
H 0.448 4.035 -5.369
H -0.691 3.745 -6.689
H -1.061 1.094 -7.228
H -1.775 -0.985 -6.061
H 0.211 2.617 -3.437
N -2.592 4.269 -1.067
C -1.466 4.881 -0.579
C -0.568 3.878 -0.367
N -1.122 2.672 -0.714
C -2.346 2.938 -1.125
C -3.289 1.922 -1.575
N -3.171 0.641 -1.289
C -4.235 0.023 -1.898
C -4.993 0.939 -2.559
N -4.385 2.149 -2.339
H -3.476 4.725 -1.220
H -1.407 5.943 -0.427
H 0.435 3.954 0.013
H -4.396 -1.037 -1.818
H -5.895 0.843 -3.136
H -4.663 3.023 -2.753
C -1.153 1.946 3.227
C 0.276 1.409 3.364
C 0.646 1.267 4.840
C 1.243 2.415 2.724
P 0.425 -0.124 2.285
C 2.137 -0.671 2.585
C 3.065 -0.443 1.572
C 4.402 -0.773 1.746
C 4.823 -1.358 2.929
C 3.903 -1.613 3.938
C 2.573 -1.267 3.770
C -0.712 -1.507 2.883
C -0.100 -2.834 2.415
C -1.014 -1.575 4.382
C -2.036 -1.318 2.124
H -1.229 2.915 3.727
H -1.885 1.282 3.686
H -1.420 2.086 2.175
H 0.632 2.259 5.300
H 1.650 0.864 4.964
H -0.056 0.642 5.388
H 1.097 3.401 3.174
H 1.064 2.494 1.649
H 2.281 2.120 2.876
H 2.729 -0.032 0.627
H 5.110 -0.590 0.949
H 5.861 -1.629 3.061
H 4.225 -2.081 4.860
H 1.872 -1.467 4.569
H 0.769 -3.114 3.008
H 0.206 -2.774 1.366
H -0.844 -3.628 2.514
H -0.113 -1.658 4.987
H -1.620 -2.463 4.576
H -1.580 -0.709 4.727
H -1.905 -1.556 1.061
H -2.446 -0.311 2.226
H -2.782 -2.023 2.499
C 2.276 -2.835 -3.099
Si 1.614 -3.076 -1.350
C 3.055 -3.555 -0.241
C 0.421 -4.541 -1.375
O 0.863 -1.749 -0.845
H 2.830 -3.708 -3.449
H 2.951 -1.976 -3.136
H 1.463 -2.656 -3.809
H 3.508 -4.496 -0.560
H 2.735 -3.673 0.797
H 3.834 -2.789 -0.258
H 0.945 -5.490 -1.503
H -0.306 -4.458 -2.188
H -0.134 -4.597 -0.434
*
```

=====

# 2
10 unconnected molecules or ions with the total composition C29H44FN11O7S in a non-equilibrium geometry, computed with wB97M-V/def2-TZVPD.

## Properties
LUMO energy	0.01	eV
HOMO level	-7.2	eV
frontier orbital gap	7.18	eV
max |F|	8.9	eV/A

The geometry in ORCA input format:
```
! RIJCOSX wB97M-V def2-TZVPD def2/J DEFGRID3
* xyz 0 1
C -2.712 -5.021 1.999
C -1.521 -5.749 1.398
O -1.046 -5.435 0.347
O -0.984 -6.811 2.080
C -0.272 -6.398 3.261
C 0.985 -5.562 2.966
C 1.243 -4.466 4.048
C 0.285 -3.263 3.942
C 0.961 -1.919 3.627
O 2.322 -1.838 4.115
S 3.038 -0.450 3.707
O 4.404 -0.610 4.108
O 3.032 -0.382 2.003
C 4.283 -0.565 1.459
O 4.711 -1.656 1.288
N 5.005 0.599 1.078
C 4.349 1.344 0.096
O 4.769 1.568 -0.988
F 3.156 1.815 0.441
H -2.382 -4.372 2.811
H -3.386 -5.779 2.410
H -3.210 -4.494 1.196
H 0.063 -7.330 3.722
H -0.955 -5.927 3.980
H 1.846 -6.233 3.004
H 0.966 -5.058 2.001
H 2.293 -4.215 3.998
H 1.080 -4.952 5.021
H -0.303 -3.153 4.854
H -0.389 -3.469 3.104
H 0.389 -1.141 4.155
H 0.909 -1.636 2.572
H 5.894 0.287 0.704
C 1.081 4.353 0.621
C -0.001 4.659 1.553
N -0.853 4.902 2.283
H 1.166 3.277 0.496
H 0.877 4.804 -0.339
H 2.028 4.743 0.997
C -1.999 2.527 -1.762
C -0.780 3.306 -1.961
N 0.178 3.915 -2.115
H -2.372 2.678 -0.750
H -2.759 2.845 -2.473
H -1.789 1.469 -1.912
C 1.745 2.035 -4.795
C 0.847 2.136 -5.947
N 0.101 2.222 -6.874
H 1.441 1.223 -4.116
H 2.763 1.843 -5.137
H 1.732 2.974 -4.242
C -6.105 -4.357 -1.157
C -5.593 -3.700 0.045
N -5.192 -3.184 0.988
H -7.060 -4.832 -0.939
H -6.246 -3.622 -1.947
H -5.396 -5.111 -1.494
C -8.941 -2.213 2.594
C -8.888 -3.393 1.735
N -8.849 -4.320 1.064
H -9.430 -1.396 2.067
H -9.502 -2.441 3.498
H -7.931 -1.911 2.865
C -2.755 7.959 1.396
C -3.589 8.391 0.274
N -4.243 8.728 -0.604
H -2.562 8.801 2.058
H -3.262 7.176 1.954
H -1.808 7.573 1.026
C 4.505 -5.936 0.738
C 3.801 -4.898 1.487
N 3.249 -4.083 2.072
H 4.249 -6.916 1.135
H 4.219 -5.891 -0.311
H 5.579 -5.786 0.821
C 5.807 5.083 -0.761
C 4.783 5.418 0.226
N 3.972 5.688 0.990
H 5.891 4.001 -0.854
H 5.547 5.506 -1.728
H 6.768 5.489 -0.451
C -3.577 -0.005 -6.685
C -2.284 0.679 -6.694
N -1.264 1.218 -6.702
H -4.042 0.097 -5.706
H -4.230 0.433 -7.438
H -3.435 -1.061 -6.905
C 3.851 6.339 -4.643
C 5.073 6.899 -4.065
N 6.031 7.342 -3.619
H 4.051 5.974 -5.648
H 3.495 5.514 -4.028
H 3.080 7.106 -4.689
*
```

=====

# 3
A molecular structure, C29H44N3O5PrS3Si in a non-equilibrium geometry, computed with wB97M-V/def2-TZVPD.

## Properties
LUMO energy (spin up / spin down)	-0.08 / -0.08	eV
HOMO level (spin up / spin down)	-6.8 / -6.8	eV
frontier orbital gap (spin up / spin down)	6.73 / 6.74	eV
max |F|	4.8	eV/A
ΔE to the lowest compared entry with this formula, charge and spin	0.00	kcal per mole

The geometry in ORCA input format:
```
! RIJCOSX wB97M-V def2-TZVPD def2/J DEFGRID3
* xyz 0 3
Pr 12.585 10.799 9.948
O 10.858 12.457 10.481
C 11.182 12.832 9.274
O 11.505 12.013 8.359
C 11.243 14.298 8.938
C 11.146 14.543 7.410
C 10.860 16.091 7.187
C 12.274 16.714 7.492
C 13.038 15.433 7.757
O 12.432 14.368 6.879
C 12.667 14.915 9.171
C 13.861 14.044 9.680
O 14.698 14.736 10.314
O 13.934 12.784 9.439
H 10.465 14.871 9.572
H 10.535 13.903 6.832
H 10.116 16.389 7.901
H 10.413 16.208 6.143
H 12.251 17.431 8.319
H 12.689 17.157 6.552
H 14.094 15.431 7.512
H 12.570 15.817 9.893
C 16.612 10.574 13.057
C 16.197 9.270 12.404
S 14.358 9.192 12.016
C 13.704 9.180 13.652
C 13.530 10.516 14.330
S 12.983 11.795 13.196
C 13.907 13.289 13.675
C 15.421 13.270 13.341
S 15.798 11.935 12.170
H 17.650 10.720 12.827
H 16.428 10.590 14.145
H 16.420 8.310 12.888
H 16.713 9.186 11.449
H 14.210 8.518 14.342
H 12.724 8.730 13.572
H 14.390 10.823 14.943
H 12.691 10.354 14.997
H 13.773 13.458 14.751
H 13.350 14.073 13.119
H 15.958 13.112 14.271
H 15.805 14.163 12.860
C 14.068 10.610 5.753
Si 14.607 9.328 7.077
C 15.235 7.897 6.105
C 16.054 9.919 8.044
N 13.267 9.075 8.241
C 12.400 8.270 7.623
C 11.125 8.598 7.080
C 10.101 7.668 6.758
C 10.372 6.324 6.995
C 11.657 5.936 7.237
C 12.657 6.840 7.539
H 14.873 11.205 5.471
H 13.164 11.144 6.161
H 13.787 10.029 4.882
H 16.255 8.133 5.721
H 14.690 7.636 5.210
H 15.304 6.932 6.621
H 16.848 10.215 7.390
H 16.511 9.163 8.694
H 15.832 10.841 8.641
H 10.843 9.664 6.983
H 9.176 8.032 6.375
H 9.537 5.573 6.893
H 11.889 4.827 7.387
H 13.673 6.502 7.736
N 10.832 9.530 11.155
C 9.797 9.082 11.545
N 8.623 8.819 12.070
C 8.449 8.142 13.365
C 7.023 7.578 13.558
C 5.908 8.605 13.352
C 6.539 9.885 12.716
C 7.400 9.453 11.550
H 8.820 8.800 14.179
H 9.155 7.277 13.479
H 7.027 7.161 14.597
H 6.961 6.660 12.960
H 5.317 8.892 14.249
H 5.188 8.157 12.648
H 7.060 10.522 13.457
H 5.692 10.504 12.414
H 7.687 10.231 10.824
H 6.849 8.679 10.951
*
```

=====

# 4
A molecular structure, C29H45As2CaN9O2, computed with wB97M-V/def2-TZVPD.

## Properties
LUMO energy	-5.75	eV
HOMO level	-13.1	eV
frontier orbital gap	7.35	eV
max |F|	0.3	eV/A
ΔE to the lowest compared entry with this formula, charge and spin	6.25	kcal per mole

The geometry in ORCA input format:
```
! RIJCOSX wB97M-V def2-TZVPD def2/J DEFGRID3
* xyz 2 1
Ca 0.982 -0.232 -0.560
C -2.114 2.549 2.823
As -1.318 2.283 1.056
C -2.831 2.938 -0.002
C -0.114 3.824 1.010
C -0.574 5.110 0.738
C 0.291 6.195 0.734
C 1.634 6.003 1.017
C 2.106 4.728 1.298
C 1.247 3.631 1.292
As 1.944 1.830 1.547
C 3.834 2.179 1.898
C 1.393 1.356 3.359
H -2.510 3.558 2.920
H -1.364 2.385 3.594
H -2.923 1.830 2.955
H -3.170 3.922 0.314
H -3.660 2.245 0.140
H -2.584 2.970 -1.063
H -1.621 5.283 0.530
H -0.085 7.186 0.519
H 2.316 6.843 1.025
H 3.157 4.605 1.523
H 3.977 2.851 2.742
H 4.321 2.608 1.022
H 4.310 1.226 2.129
H 1.377 2.216 4.026
H 2.116 0.630 3.734
H 0.411 0.887 3.328
O -7.071 -2.341 -1.402
C -6.168 -1.567 -0.785
O -6.477 -0.859 0.129
C -4.744 -1.629 -1.271
C -3.950 -0.513 -1.035
C -2.609 -0.528 -1.362
C -2.026 -1.665 -1.923
C -2.821 -2.785 -2.154
C -4.172 -2.761 -1.839
N -0.619 -1.639 -2.133
C -0.100 -2.411 -2.999
C 1.358 -2.544 -3.150
C 1.867 -3.443 -4.075
C 3.241 -3.614 -4.164
C 4.050 -2.879 -3.318
C 3.452 -1.995 -2.430
N 2.139 -1.814 -2.339
H -6.725 -2.730 -2.214
H -4.406 0.352 -0.572
H -1.998 0.343 -1.153
H -2.399 -3.708 -2.527
H -4.759 -3.659 -1.991
H -0.699 -3.033 -3.665
H 1.193 -4.003 -4.710
H 3.665 -4.309 -4.876
H 5.127 -2.977 -3.337
H 4.071 -1.405 -1.761
N 0.079 1.681 -2.153
C 1.140 2.120 -3.080
C 2.394 2.437 -2.289
N 2.944 1.192 -1.707
H -0.748 1.382 -2.660
H -0.206 2.485 -1.599
H 0.842 2.992 -3.666
H 1.347 1.310 -3.783
H 2.145 3.120 -1.472
H 3.120 2.943 -2.927
H 3.698 1.434 -1.070
H 3.380 0.666 -2.459
C -2.656 -2.645 2.290
N -1.284 -3.031 2.585
C -1.138 -4.371 3.156
C -0.282 -2.376 1.938
N -0.453 -1.525 0.990
N 0.986 -2.644 2.457
C 2.228 -2.302 1.963
N 3.238 -2.764 2.753
N 2.408 -1.597 0.897
H -3.305 -3.083 3.044
H -2.985 -2.999 1.306
H -2.767 -1.562 2.339
H -1.454 -4.379 4.199
H -0.114 -4.726 3.085
H -1.762 -5.074 2.601
H -1.427 -1.514 0.707
H 0.983 -3.003 3.397
H 3.088 -3.529 3.389
H 4.188 -2.624 2.459
H 3.407 -1.535 0.717
*
```

=====

# 5
3 unconnected molecules or ions with the total composition C29H45BrFN3O2S in a non-equilibrium geometry, computed with wB97M-V/def2-TZVPD.

## Properties
LUMO energy	0.52	eV
HOMO level	-7.8	eV
structure (SMILES)	C[C@H](O)Cc1ccc(Br)c2c1Nc1ccc(CC(=O)F)cc1S2.CCN(CC)CC.CCN(CC)CC
frontier orbital gap	8.32	eV
max |F|	1.8	eV/A

The geometry in ORCA input format:
```
! RIJCOSX wB97M-V def2-TZVPD def2/J DEFGRID3
* xyz 0 1
C -0.488 4.122 2.324
C -0.351 4.132 0.794
O -0.205 5.433 0.256
C -1.486 3.352 0.105
C -1.229 1.871 0.114
C -1.950 1.052 0.968
C -1.751 -0.323 1.029
C -0.779 -0.866 0.215
Br -0.481 -2.745 0.262
C -0.040 -0.075 -0.659
C -0.263 1.302 -0.730
N 0.454 2.079 -1.662
C 1.848 1.865 -1.666
C 2.752 2.918 -1.654
C 4.119 2.675 -1.626
C 4.612 1.378 -1.606
C 6.087 1.094 -1.524
C 6.291 0.171 -0.350
O 5.885 0.370 0.726
F 6.949 -0.946 -0.618
C 3.705 0.321 -1.641
C 2.349 0.570 -1.677
S 1.183 -0.765 -1.743
H 0.285 3.529 2.795
H -1.451 3.692 2.595
H -0.472 5.132 2.723
H 0.581 3.622 0.568
H -0.947 5.974 0.545
H -1.552 3.715 -0.922
H -2.440 3.574 0.575
H -2.705 1.472 1.615
H -2.352 -0.900 1.709
H 0.283 3.064 -1.519
H 2.394 3.938 -1.665
H 4.804 3.508 -1.591
H 6.446 0.598 -2.421
H 6.654 1.991 -1.308
H 4.055 -0.701 -1.640
C 5.343 -4.156 4.066
C 4.415 -4.883 3.103
N 3.198 -4.147 2.826
C 2.171 -4.940 2.177
C 2.454 -5.484 0.771
C 3.383 -2.801 2.310
C 4.216 -2.625 1.035
H 4.811 -3.874 4.975
H 6.171 -4.809 4.345
H 5.772 -3.257 3.622
H 4.131 -5.836 3.558
H 4.977 -5.131 2.188
H 1.250 -4.351 2.150
H 1.952 -5.790 2.833
H 2.428 -4.698 0.017
H 1.688 -6.215 0.501
H 3.419 -5.988 0.714
H 3.843 -2.197 3.096
H 2.396 -2.356 2.158
H 5.165 -3.163 1.082
H 4.450 -1.571 0.906
H 3.677 -2.951 0.145
C -8.403 1.003 -2.485
C -7.047 0.310 -2.479
N -5.937 1.240 -2.550
C -4.667 0.608 -2.864
C -4.096 -0.394 -1.856
C -5.898 2.255 -1.515
C -5.878 1.792 -0.052
H -8.485 1.685 -3.331
H -9.196 0.259 -2.568
H -8.580 1.565 -1.567
H -6.993 -0.339 -3.357
H -6.989 -0.351 -1.600
H -3.927 1.394 -3.041
H -4.781 0.099 -3.827
H -3.720 0.100 -0.961
H -3.251 -0.922 -2.304
H -4.828 -1.146 -1.559
H -6.762 2.911 -1.650
H -5.031 2.895 -1.699
H -6.645 1.044 0.152
H -6.076 2.645 0.603
H -4.911 1.381 0.237
*
```

=====

So what do the calculations give for total energy? Going down the list: -128331.2582 -75055.0180 -99948.6886 -188417.9413 -122964.0784 eV.